{
  "formula": "BF4H24O12",
  "method": "ωB97M-V/def2-TZVPD",
  "symbols": ["B", "F", "F", "F", "F", "O", "H", "H", "O", "H", "H", "O", "H", "H", "O", "H", "H", "O", "H", "H", "O", "H", "H", "O", "H", "H", "O", "H", "H", "O", "H", "H", "O", "H", "H", "O", "H", "H", "O", "H", "H"],
  "coordinates": [[-0.228, 0.280, 0.157], [-0.727, 0.297, 1.460], [-0.346, -0.983, -0.305], [-0.993, 1.137, -0.633], [1.067, 0.623, 0.067], [-0.243, -3.044, 1.434], [-0.971, -3.111, 2.052], [-0.431, -2.255, 0.926], [0.627, 2.712, -3.028], [-0.099, 3.208, -3.406], [0.280, 2.369, -2.204], [1.297, 3.564, 0.700], [1.967, 3.834, 0.072], [0.844, 2.839, 0.271], [-1.169, -0.810, -2.650], [-1.919, -1.378, -2.831], [-1.018, -0.903, -1.709], [-2.874, 2.384, 0.901], [-3.219, 2.582, 0.030], [-2.192, 1.731, 0.746], [2.912, -0.173, 1.640], [2.053, 0.119, 1.336], [3.534, 0.384, 1.171], [-2.651, -1.134, 2.487], [-3.092, -1.575, 1.761], [-2.028, -0.543, 2.066], [-0.754, -1.105, 4.669], [-0.272, -0.544, 4.062], [-1.661, -1.065, 4.365], [2.998, -2.662, -0.514], [2.210, -2.372, -0.975], [3.104, -2.033, 0.199], [3.849, 0.680, -0.796], [3.354, 0.378, -1.557], [4.761, 0.677, -1.086], [0.538, -3.608, -1.642], [0.450, -4.539, -1.849], [0.744, -3.589, -0.707], [-3.428, 2.520, -1.889], [-3.688, 2.992, -2.680], [-2.589, 2.118, -2.114]],
  "largest_force_ha_per_bohr": 0.0469,
  "gap_ev": 10.212,
  "spin_multiplicity": 1,
  "charge": -1,
  "e_homo_ha": -0.2862
}

{
  "formula": "C23H30AsIrN3O2S4",
  "method": "ωB97M-V/def2-TZVPD",
  "symbols": ["Ir", "O", "S", "O", "N", "C", "S", "C", "C", "C", "C", "C", "C", "H", "H", "H", "H", "C", "C", "C", "C", "C", "C", "H", "H", "H", "H", "H", "H", "H", "H", "H", "N", "C", "S", "N", "C", "C", "C", "C", "C", "C", "H", "H", "H", "H", "H", "H", "H", "H", "C", "As", "C", "C", "S", "H", "H", "H", "H", "H", "H", "H", "H", "H"],
  "coordinates": [[-0.896, 0.100, 0.373], [3.646, -1.549, 1.780], [3.617, -0.160, 1.416], [4.257, 0.770, 2.307], [2.089, 0.311, 0.913], [2.029, 0.462, -0.386], [0.579, 0.673, -1.248], [3.361, 0.436, -1.063], [3.647, 0.578, -2.408], [4.959, 0.388, -2.817], [5.957, 0.127, -1.930], [5.689, -0.092, -0.546], [4.361, 0.068, -0.188], [2.781, 0.770, -3.111], [5.263, 0.552, -3.860], [6.977, 0.043, -2.333], [6.475, -0.146, 0.143], [-0.432, 3.592, 4.327], [-1.135, 3.953, 3.001], [-0.444, 5.065, 2.301], [-2.593, 4.333, 3.223], [-1.091, 2.693, 2.211], [-1.007, 1.621, 1.612], [-0.250, 4.466, 4.971], [0.568, 3.172, 4.103], [-1.005, 2.803, 4.908], [-0.409, 5.947, 2.936], [-1.011, 5.311, 1.377], [0.565, 4.728, 1.999], [-2.655, 5.217, 3.851], [-3.141, 3.567, 3.698], [-3.094, 4.562, 2.281], [1.617, -2.968, -0.109], [0.339, -2.722, -0.327], [-0.604, -2.143, 1.046], [-0.258, -2.923, -1.516], [0.470, -3.500, -2.620], [0.871, -4.827, -2.541], [1.681, -5.361, -3.528], [1.992, -4.608, -4.628], [1.684, -3.260, -4.674], [0.897, -2.727, -3.672], [2.077, -2.804, 0.765], [2.230, -3.212, -0.879], [-1.208, -2.566, -1.581], [0.553, -5.442, -1.678], [2.169, -6.335, -3.361], [2.599, -5.120, -5.392], [2.140, -2.639, -5.474], [0.582, -1.688, -3.714], [-5.738, -1.178, -0.139], [-4.365, 0.074, 0.371], [-3.754, -0.491, 2.128], [-5.329, 1.774, 0.499], [-2.748, 0.166, -1.045], [-6.561, -0.958, 0.549], [-5.487, -2.256, -0.042], [-6.073, -0.941, -1.169], [-4.571, -0.926, 2.749], [-3.285, 0.354, 2.646], [-3.041, -1.259, 1.974], [-6.080, 1.665, 1.300], [-5.834, 1.897, -0.453], [-4.621, 2.560, 0.671]],
  "largest_force_ha_per_bohr": 0.0554,
  "gap_ev": [7.827, 6.700],
  "spin_multiplicity": 5,
  "charge": 1,
  "e_homo_ha": [-0.3830, -0.4253]
}

{
  "formula": "C6H16N2O2",
  "method": "ωB97M-V/def2-TZVPD",
  "symbols": ["C", "C", "C", "C", "O", "H", "H", "H", "H", "H", "H", "H", "H", "H", "H", "C", "C", "N", "O", "N", "H", "H", "H", "H", "H", "H"],
  "coordinates": [[-1.974, 0.434, -0.316], [-1.094, 0.211, -1.430], [-2.200, -0.714, 0.621], [-3.072, 1.440, -0.449], [-0.873, 1.624, 0.958], [-0.767, 1.168, 1.802], [-1.396, 0.691, -2.358], [-0.819, -0.833, -1.583], [-0.024, 0.631, -1.095], [-2.689, -0.397, 1.541], [-1.250, -1.197, 0.851], [-2.849, -1.443, 0.123], [-3.483, 1.720, 0.519], [-2.720, 2.334, -0.961], [-3.869, 0.992, -1.055], [3.060, -1.933, 0.895], [2.614, -0.675, 0.217], [3.461, -0.113, -0.712], [1.186, 1.003, -0.196], [1.448, -0.204, 0.489], [0.143, 1.480, 0.517], [3.192, 0.824, -0.979], [4.447, -0.286, -0.607], [2.275, -2.290, 1.558], [3.962, -1.756, 1.488], [3.289, -2.709, 0.160]],
  "largest_force_ha_per_bohr": 0.0174,
  "gap_ev": 8.015,
  "spin_multiplicity": 1,
  "e_homo_ha": -0.2742
}